Computed, not measured: a molecular structure, C44H43N10O2ReS2SeTe in a non-equilibrium geometry, with ωB97M-V with the def2-TZVPD basis set.

Summary:
* E_HOMO (alpha / beta): -13.0769 / -13.0807 eV
* energy: -5943.82728 Eh
* largest force on an atom: 1.06 eV/A
* charge: +3
* ΔE to the lowest compared entry with this formula, charge and spin: 93.7 kJ/mol
* 2S+1: 2

Each line ends with the Mulliken spin population.
Atoms and positions in Å:
Re 0.46517 -1.38455 -0.53332  1.00
C -6.54394 7.98229 6.61449  0.00
O -6.00874 6.75344 7.10579  0.00
C -5.32469 5.97186 6.26583  0.00
C -5.08061 6.27179 4.92364  0.00
C -4.35957 5.38583 4.14548  0.00
C -3.86864 4.19533 4.67555  0.01
C -4.11864 3.90736 6.02356  0.00
C -4.83389 4.77680 6.80788  0.00
C -3.12501 3.29312 3.81759  0.00
N -2.83317 3.49891 2.54281  0.00
C -2.14577 2.40006 2.14701  0.00
C -1.99700 1.49190 3.18418  0.00
N -2.62954 2.08354 4.24533  0.00
C -1.32071 0.25245 3.03742  0.00
C -1.11788 -0.72069 4.03491  0.00
C -0.43797 -1.87146 3.72949  0.00
C 0.03791 -2.07075 2.42954  0.00
N -0.13793 -1.17117 1.47329  -0.03
C -0.80151 -0.01990 1.75724  0.00
C -0.94609 0.90523 0.67624  -0.02
N -0.38874 0.54582 -0.51751  -0.03
C -0.49304 1.38657 -1.54217  0.06
C -1.14905 2.61447 -1.44513  -0.02
C -1.71106 2.99083 -0.24845  0.03
C -1.61241 2.12447 0.85071  -0.01
H -7.05610 8.43756 7.45482  0.00
H -7.25543 7.79988 5.80792  0.00
H -5.74601 8.64220 6.27106  0.00
H -5.44998 7.18606 4.48481  0.00
H -4.17197 5.61461 3.10511  0.00
H -3.75602 2.99499 6.48390  0.00
H -5.03439 4.56458 7.84893  0.00
H -2.74966 1.71086 5.17153  0.00
H -1.49655 -0.56567 5.03708  0.00
H -0.27379 -2.63698 4.47458  0.00
H 0.54936 -2.98225 2.14914  0.00
H -0.02193 1.07010 -2.46375  -0.01
H -1.20177 3.25527 -2.31394  0.00
H -2.22562 3.93567 -0.12934  0.00
C -3.05180 -5.18216 -0.81556  0.00
O -1.60180 -5.13796 -0.74275  0.00
C -1.01497 -3.98669 -0.70808  0.02
S -1.75182 -2.47706 -0.71300  -0.02
S 0.70632 -3.95665 -0.62912  -0.02
H -3.30056 -6.23465 -0.87689  0.00
H -3.38252 -4.64675 -1.70424  0.00
H -3.47497 -4.73419 0.08112  0.00
C 4.60153 -0.40007 2.97604  0.00
N 3.64501 -1.10860 2.12283  0.01
C 3.81634 -2.55651 2.07375  0.00
C 2.83061 -0.47914 1.26166  0.01
N 2.44018 -1.06949 0.12255  0.01
N 2.40609 0.77123 1.54329  0.02
C 2.16067 1.23652 2.90272  0.00
C 2.25757 1.77943 0.50115  0.01
H 5.58009 -0.86358 2.85490  0.00
H 4.32070 -0.45441 4.02777  0.00
H 4.67842 0.63939 2.67314  0.00
H 4.02823 -2.91685 3.07891  0.00
H 4.65153 -2.84239 1.42879  0.00
H 2.90627 -3.03276 1.71487  0.00
H 3.12603 -1.75178 -0.17510  0.01
H 2.13389 0.39334 3.58857  0.00
H 1.18979 1.73615 2.92627  0.00
H 2.91537 1.94959 3.23865  0.00
H 2.46308 1.33613 -0.46961  0.00
H 2.96132 2.59424 0.68732  0.00
H 1.25129 2.20155 0.50499  0.00
Te 1.07055 -2.16634 -2.86871  -0.01
C -0.47899 -2.95452 -4.02060  -0.01
C -1.69631 -2.27597 -4.03500  0.00
C -2.73076 -2.77839 -4.81100  0.00
C -2.54685 -3.95121 -5.53564  0.00
C -1.33527 -4.63037 -5.49315  0.00
C -0.28466 -4.13182 -4.73454  0.00
C 2.69884 -3.28354 -3.63779  0.00
C 3.29133 -2.88024 -4.83056  0.00
C 4.32692 -3.64075 -5.35366  0.00
C 4.76272 -4.78279 -4.69776  0.00
C 4.16202 -5.17309 -3.51020  0.00
C 3.12333 -4.42785 -2.96810  0.00
H -1.84311 -1.38011 -3.44195  0.00
H -3.68093 -2.26215 -4.84411  0.00
H -3.35830 -4.34142 -6.13560  0.00
H -1.20474 -5.54595 -6.05403  0.00
H 0.66579 -4.65028 -4.71090  0.00
H 2.96950 -2.00179 -5.36508  0.00
H 4.79119 -3.33473 -6.28150  0.00
H 5.56872 -5.37071 -5.11544  0.00
H 4.49183 -6.06719 -2.99856  0.00
H 2.65609 -4.76259 -2.05520  0.00
Se 0.23130 -0.47601 -6.00124  0.00
N 1.12981 0.93028 -6.53812  0.00
C 2.08561 1.20620 -5.67189  0.00
C 3.04049 2.26444 -5.78834  0.00
C 3.97158 2.34833 -4.80808  0.00
C 3.96645 1.40945 -3.72113  0.00
N 3.11397 0.43069 -3.55772  0.00
C 2.17811 0.33533 -4.53104  0.00
N 1.26921 -0.62688 -4.52252  -0.01
H 3.00276 2.93613 -6.63541  0.00
H 4.73904 3.10917 -4.82538  0.00
H 4.73323 1.50041 -2.95824  0.00